48
Properties=species:S:1:pos:R:3:forces:R:3 method="wB97M-V/def2-TZVPD" s_squared=0.756 relative_energy_kj_mol=130.0 homo_lumo_gap_ha="0.31038 / 0.10695" spin_multiplicity=2 total_charge=+1
H -17.6349 -20.0312 24.1647 -0.2 -0.4 -0.6
N -23.6563 -22.7604 23.5499 1.0 -1.5 -1.5
H -22.3550 -16.1836 25.9558 0.3 0.3 0.0
N -15.5541 -22.1056 24.8955 4.1 -6.2 -0.4
C -21.6236 -20.4715 25.6573 1.9 -1.7 -0.2
H -25.6018 -21.9977 30.5477 -0.5 0.5 0.1
C -16.1383 -20.9867 24.9549 -2.0 -0.2 -0.5
H -23.5685 -22.7883 22.5441 -0.2 0.4 0.0
H -23.9986 -21.9354 24.0213 0.0 -0.2 0.1
H -15.2954 -22.5579 24.0303 0.0 -0.1 0.3
H -20.2134 -18.2916 27.2950 0.4 0.1 0.7
H -18.8491 -19.2842 27.0789 -0.1 0.3 -0.1
N -19.2067 -18.3698 27.3160 -3.4 -2.4 -0.4
N -17.0966 -20.8809 24.0732 -2.3 1.5 -2.6
O -24.0014 -20.2780 28.5404 1.0 1.9 -0.2
H -15.0987 -22.3576 25.7611 0.5 -0.2 -0.5
H -22.2251 -18.5631 25.9567 0.1 -0.1 -0.1
N -21.5309 -17.3768 23.2789 0.5 -1.8 -3.7
C -24.4101 -21.2026 29.2249 -1.6 4.9 -2.2
H -24.4298 -23.1890 29.4663 0.3 0.3 -0.2
C -23.2120 -23.8422 24.2072 -2.7 1.6 -3.5
O -18.6331 -16.3345 28.1768 -0.8 0.5 -0.1
H -26.0287 -20.3789 30.1025 0.3 -0.1 0.1
H -20.9427 -17.0217 25.4276 -0.1 0.3 -0.2
H -20.5282 -17.3308 23.3913 -0.3 0.3 -0.1
H -21.2245 -19.2568 24.1225 0.2 0.4 0.1
C -22.4100 -16.6515 23.9851 -2.4 -0.3 0.0
N -23.2405 -23.7747 25.4632 0.9 -0.3 4.4
H -23.2174 -22.4479 28.4470 0.0 -0.4 0.3
N -17.2501 -17.6268 27.0344 5.4 -0.4 -2.1
O -15.9923 -20.3091 25.8938 0.4 4.9 4.4
H -17.0721 -18.5336 26.6267 0.4 0.2 -0.1
O -21.5388 -21.6907 25.9390 -1.1 0.0 0.4
H -22.8456 -24.5240 26.0134 -0.2 -0.3 0.1
N -21.8448 -16.6260 25.2047 -1.3 1.6 3.2
H -22.8129 -22.8757 25.6334 0.8 1.4 1.8
H -16.5061 -16.9438 27.0236 -0.1 -0.3 0.3
H -17.3300 -21.7189 23.5600 -0.5 0.7 -0.1
N -24.0273 -22.3642 29.0446 4.9 -8.3 -1.7
N -22.2955 -19.5316 26.2342 -2.4 0.9 2.1
N -25.4904 -21.2140 29.9205 -4.3 1.3 3.8
O -23.5628 -16.3379 23.6122 3.0 -0.5 1.2
H -20.0847 -20.5081 24.3028 -0.5 -0.4 0.2
C -18.3806 -17.3515 27.5604 -1.6 1.7 1.6
N -20.8234 -19.9625 24.7234 1.7 0.5 -2.7
H -21.8996 -17.7217 22.4041 0.5 0.4 -0.3
O -22.8962 -24.9536 23.7087 0.7 -1.1 -1.4
H -22.8364 -19.7404 27.0612 -0.6 -0.2 0.3


77
Properties=species:S:1:pos:R:3:forces:R:3 method="wB97M-V/def2-TZVPD" relative_energy_kj_mol=0.0 homo_lumo_gap_ha=0.27558 total_charge=+2
C -3.2061 -0.5677 -2.4276 0.1 -0.2 0.0
C -3.8099 -0.9904 -3.6065 0.0 0.0 0.0
C -0.6658 -2.1698 2.2125 0.2 0.3 -0.5
H 3.9663 4.4037 2.6413 0.0 0.0 0.0
H -5.1105 -2.4463 -4.4859 0.0 0.0 0.0
Cl -2.8551 -3.5045 2.9943 0.1 0.0 0.0
H 1.0306 2.2762 0.3504 0.0 0.0 0.0
N -0.4097 -3.4912 -0.8064 0.2 0.0 0.0
H -4.1606 2.5822 0.0383 0.0 0.0 -0.1
C -3.4000 -1.2423 -1.2228 0.0 0.1 0.0
C -0.4950 -3.3073 4.3330 0.0 0.0 0.0
O -1.2702 -1.7876 1.0769 -0.9 0.2 0.4
H -2.2809 4.1626 -0.1629 0.0 0.0 0.1
C 2.3682 -0.4670 1.4760 0.0 -0.2 0.1
C 1.4251 -2.0742 3.5347 0.0 0.0 -0.1
H 1.0474 1.5601 -2.8690 0.0 0.0 0.0
S -2.1509 0.8530 -2.5481 -0.3 0.1 0.2
H 4.2076 1.0716 -4.0986 0.0 0.0 0.0
N 1.1562 -0.9750 1.3802 0.1 -1.0 0.3
H 3.3489 -1.7482 4.4600 0.0 0.0 0.0
C -2.0899 3.1493 0.1966 0.0 -0.1 0.1
C 0.7936 -2.8863 4.5097 0.0 0.0 0.1
C -1.2340 -2.9498 3.1837 -0.1 -0.1 0.1
H 1.9913 1.0428 -4.2826 0.0 0.0 0.0
H 3.2047 3.4728 0.4856 0.0 0.0 0.0
H 0.6183 0.0861 -3.7216 0.0 0.0 0.0
O 1.8222 -0.4610 -1.3336 -0.1 0.6 -0.3
O -1.0387 0.6841 -1.4957 -0.4 -0.4 -0.4
O -0.9952 0.8396 1.2033 0.2 0.3 0.2
C -3.1947 2.2174 -0.3170 0.1 0.0 -0.1
Cl 1.6629 -3.3296 5.9342 0.0 0.0 0.0
C 2.2978 -0.0899 -2.4446 0.0 0.1 0.1
C -4.8312 -2.7917 -2.3857 0.0 0.0 0.0
H -1.5212 4.0885 2.0974 0.0 0.0 0.0
H 3.7235 -2.1361 -1.5271 0.0 0.0 0.0
H 3.7049 -0.4477 -4.8776 0.0 0.0 0.0
H -3.6451 -0.4553 -4.5345 0.0 0.0 0.0
H -2.9609 3.0729 -2.3221 0.0 0.0 0.0
S -0.9931 1.7993 2.3841 0.0 0.3 0.0
H -0.9074 -1.9444 -2.0642 0.0 -0.1 0.0
Ir -0.1727 -0.5982 -0.0639 0.6 -0.2 0.2
C 1.4592 0.7043 -3.4012 0.0 0.0 0.0
C -4.6330 -2.1076 -3.5765 0.0 0.0 0.0
H -1.1256 2.8417 -0.2064 0.0 0.1 -0.1
H 0.7105 -2.2181 -1.8214 0.0 0.0 -0.1
C 2.2137 3.7957 3.7120 0.0 0.0 0.0
H 4.5131 -0.6886 -0.8983 0.0 0.0 0.0
H -0.9710 -3.9201 5.0860 0.0 0.0 0.0
C -2.0067 3.1866 1.7284 0.0 -0.1 -0.2
H 4.1693 -0.2964 2.6248 0.0 0.0 0.0
C 4.2945 -1.2524 -1.8047 -0.1 0.1 0.0
C 1.3730 2.7013 1.2872 0.0 0.1 0.0
C 3.0116 3.8986 2.5801 0.0 0.0 0.0
C 0.5894 2.6011 2.4292 0.0 0.0 -0.1
H -2.9884 3.1053 2.1965 0.0 -0.1 0.0
H -2.9317 -0.9113 -0.3041 0.0 0.0 0.0
H -4.3914 -2.8864 -0.2825 0.0 0.0 0.0
H -5.4690 -3.6654 -2.3685 0.0 0.0 0.0
H 2.7094 0.1454 0.6582 0.0 0.0 0.0
H 2.5407 4.2247 4.6493 0.0 0.0 0.0
C 4.1933 -0.0124 -4.0074 0.0 0.0 0.1
H -1.1990 -3.4402 -0.1731 -0.1 0.0 -0.1
H -4.2353 1.8560 -2.2193 0.0 0.1 0.0
H 5.2259 -1.5566 -2.2691 0.0 0.0 0.0
H -3.0614 1.2198 0.0973 -0.1 0.0 0.1
C 2.5895 3.3621 1.3694 0.0 0.0 0.0
H -0.5734 -4.1518 -1.5573 -0.1 0.0 0.0
C 0.9913 3.1432 3.6426 0.0 0.0 0.0
C 3.1823 -0.7350 2.5872 0.0 0.1 0.0
C -3.2482 2.1332 -1.8477 0.0 0.0 0.2
C -4.2207 -2.3595 -1.2125 0.0 0.0 0.0
N 3.5392 -0.4323 -2.7581 0.0 0.0 -0.1
N -0.1995 -2.1937 -1.3690 0.7 -0.1 0.0
C 0.6693 -1.7598 2.3971 -0.2 0.2 -0.1
C 2.7276 -1.5351 3.6001 0.0 0.0 0.1
H 0.3608 3.0636 4.5209 0.0 0.0 0.0
H 5.2199 -0.3612 -3.9836 0.0 0.0 0.0


22
Properties=species:S:1:pos:R:3:forces:R:3 method="wB97M-V/def2-TZVPD" smiles="C=C(N)C[C@H](C)N.O" relative_energy_kj_mol=155.5 homo_lumo_gap_ha=0.31372
H 0.2988 -0.7638 3.4197 -0.2 0.2 0.0
H -0.8657 -2.1187 -1.3607 -0.1 0.1 0.0
H -0.9974 0.3095 -2.7501 0.0 0.2 -0.1
H 2.2109 1.2398 -2.0112 0.2 -0.1 0.1
H -0.3855 -1.8294 0.3366 -0.2 -0.1 -0.1
H 0.7709 -1.6638 -0.9343 0.3 0.2 -0.1
O 2.6059 0.4060 -1.7169 0.3 0.2 -0.1
C -0.2739 -1.4906 -0.6951 0.3 0.0 0.3
N -0.2995 0.6136 -2.0789 -0.3 -0.3 -0.4
N -1.7915 0.3163 2.0241 -0.3 -0.1 0.2
H 1.5155 -0.1700 2.1556 -0.1 -0.1 0.1
H 0.5584 0.2025 -2.4284 0.1 -0.1 0.1
H -0.7054 1.8085 0.2660 0.3 0.2 -0.2
H 0.9190 1.0686 0.2753 0.0 0.0 -0.2
C -0.4497 0.3160 1.7109 -0.2 -0.4 0.0
H 3.5626 0.5201 -1.8141 -0.3 0.0 0.0
C -0.1477 0.8710 0.3472 -0.2 0.1 0.4
H -2.1283 -0.1329 2.8549 0.1 0.0 0.0
C -0.6538 -0.0191 -0.8036 -0.1 -0.1 0.3
H -2.4887 0.7407 1.4444 0.2 0.1 -0.2
H -1.7416 0.0079 -0.7339 -0.2 0.1 -0.1
C 0.4867 -0.2321 2.4926 0.5 0.1 -0.2


Values of molar mass, in order: 360.34 830.88 118.18, all in g/mol.
Values of E_tot, in order: -36771.1747 -94331.4959 -10439.4161, all in eV.